84
Properties=species:S:1:pos:R:3:forces:R:3 method="wB97M-V/def2-TZVPD" gap_ev=5.1679 homo_energy_ha=-0.254 relative_energy_ev=0.0526 spin_multiplicity=1 mol_weight_da=1040.43 e_lumo_ev=-1.74
La -0.176722 0.284045 -0.304838 -0.384 0.365 0.825
O -0.050480 -6.542541 5.331005 -0.003 0.191 -0.140
C -0.287013 -6.179676 4.046213 -0.198 -0.113 0.128
O -0.705338 -6.980301 3.258839 0.092 -0.001 -0.029
C -0.040793 -4.745292 3.707690 0.113 -0.112 -0.080
C 0.642610 -4.454815 2.530182 -0.043 0.088 -0.102
C 0.793365 -3.148514 2.104211 0.026 -0.150 0.084
C 0.243433 -2.124211 2.869303 0.117 0.441 -0.413
C -0.411623 -2.400937 4.061711 -0.115 -0.157 0.108
C -0.550976 -3.716924 4.486267 0.048 0.096 0.027
N 0.265785 -0.773309 2.384078 -0.098 -0.266 0.205
C 0.707551 0.102770 3.184433 0.034 0.584 -0.008
C 0.572744 1.564697 2.943098 0.063 -0.401 0.018
C 0.824725 2.418806 4.000138 0.049 0.167 0.053
C 0.593017 3.778386 3.831713 0.035 -0.083 0.086
C 0.141198 4.219730 2.606806 0.105 0.024 -0.187
C -0.040204 3.294402 1.582540 -0.112 -0.012 0.141
N 0.146199 1.991808 1.749910 -0.065 0.078 0.202
H 0.367306 -5.799186 5.784004 0.024 -0.059 0.093
H 1.040776 -5.260353 1.927247 -0.004 -0.025 0.025
H 1.310904 -2.923773 1.180828 -0.050 0.008 0.014
H -0.861946 -1.594827 4.627981 0.011 0.006 0.018
H -1.097937 -3.935555 5.396191 -0.008 0.015 0.003
H 1.173234 -0.166776 4.136755 -0.070 -0.053 0.009
H 1.187752 2.020641 4.938368 -0.004 0.022 0.007
H 0.766077 4.471488 4.644005 0.000 -0.003 0.001
H -0.051456 5.266268 2.417068 0.011 0.004 0.016
H -0.380543 3.607177 0.603611 -0.021 -0.013 -0.001
C -4.456822 1.398821 0.008014 -0.082 0.061 0.084
C -3.515097 0.563076 0.828947 0.105 -0.293 0.091
O -2.336930 0.874361 0.997219 -0.100 0.100 -0.058
N -4.013759 -0.548735 1.401342 -0.035 0.009 -0.179
C -3.158684 -1.466124 2.142130 -0.079 0.037 0.061
C -2.590206 -2.577743 1.292823 0.025 0.121 -0.086
C -2.879219 -3.898647 1.588186 0.026 -0.018 0.000
C -2.344010 -4.903884 0.794199 -0.011 -0.027 0.054
C -1.552928 -4.540188 -0.276540 0.034 0.031 -0.025
C -1.305954 -3.192521 -0.496764 0.103 0.033 0.022
N -1.802392 -2.218366 0.268199 0.013 0.000 0.011
H -3.896810 2.211836 -0.447236 0.023 -0.021 -0.018
H -5.237986 1.809907 0.649888 0.015 0.028 -0.018
H -4.947275 0.796898 -0.758890 0.024 -0.017 -0.004
H -4.940813 -0.840364 1.138049 -0.005 -0.040 0.082
H -3.732720 -1.884387 2.968548 0.002 -0.020 -0.014
H -2.347966 -0.869352 2.557635 0.014 -0.003 -0.012
H -3.502196 -4.133011 2.441714 -0.002 -0.024 -0.007
H -2.525173 -5.945081 1.026438 -0.006 0.004 0.005
H -1.096834 -5.277139 -0.922753 -0.012 -0.014 0.012
H -0.639276 -2.884256 -1.293406 -0.019 0.009 0.002
O 6.075357 -1.401206 0.197866 0.017 -0.019 0.031
C 4.923277 -1.069430 0.146271 -0.167 0.094 -0.024
C 3.708382 -1.974926 -0.085565 0.176 0.167 0.056
O 3.702830 -3.189376 -0.169328 0.039 -0.049 0.000
C 2.577515 -1.074820 -0.154710 -0.597 -0.587 0.036
C 2.924454 0.256998 0.023126 0.332 0.499 0.028
O 2.067801 1.212396 -0.014061 0.176 -0.330 0.100
C 4.376232 0.363449 0.303171 -0.149 -0.229 -0.066
O 5.003271 1.343295 0.624082 0.088 0.026 -0.019
O 1.318763 -1.436223 -0.312064 1.109 -0.382 -0.075
Se -2.851031 0.730119 -3.239117 -0.109 -0.126 0.338
N -2.159999 0.472332 -4.837879 -0.109 0.032 0.193
C -1.127172 -0.318182 -4.667545 0.492 -0.247 -0.487
C -0.223440 -0.723416 -5.711992 -0.296 0.173 0.133
C 0.821119 -1.492394 -5.359083 0.212 -0.244 0.413
C 0.986657 -1.901896 -3.977297 0.177 -0.024 -0.393
N 0.193225 -1.588124 -3.007730 -0.449 0.381 -0.007
C -0.862712 -0.774218 -3.329863 -0.050 -0.201 0.131
N -1.688181 -0.339345 -2.383871 -0.414 0.168 -1.279
H -0.390592 -0.394814 -6.728528 -0.044 0.025 0.016
H 1.550830 -1.823848 -6.084568 0.004 0.001 0.012
H 1.835840 -2.527488 -3.716664 -0.005 0.007 0.001
Br 2.185333 5.648236 -5.655281 0.058 0.017 -0.051
C 0.817826 5.300227 -4.406064 -0.071 -0.017 0.063
C -0.147394 6.268401 -4.159920 -0.062 0.092 0.008
N -1.143996 6.099611 -3.295178 0.146 -0.173 -0.020
C -1.194242 4.934162 -2.647898 -0.102 0.142 -0.001
C -0.276920 3.912905 -2.834487 0.026 -0.077 0.016
C 0.762650 4.097119 -3.735595 0.003 0.019 -0.024
C -0.392626 2.619627 -2.088727 0.219 -0.153 -0.164
O 0.418827 1.700396 -2.373406 -0.222 0.082 -0.104
O -1.288802 2.481996 -1.206038 0.024 0.315 0.016
H -0.103756 7.214813 -4.685948 -0.031 0.014 0.012
H -2.004972 4.795341 -1.942772 -0.006 0.019 -0.004
H 1.492547 3.314354 -3.887439 0.001 -0.010 0.008



117
Properties=species:S:1:pos:R:3:forces:R:3 method="wB97M-V/def2-TZVPD" gap_ev=5.7648 homo_energy_ha=-0.234 relative_energy_ev=0.0000 spin_multiplicity=1 mol_weight_da=952.91 e_lumo_ev=-0.60
La -0.251917 0.195270 0.580348 -0.045 0.172 -0.222
C 6.751264 -0.022946 0.722826 1.867 -1.119 -0.715
C 5.610812 0.276941 1.611308 0.014 1.513 2.809
C 4.345012 -0.402960 1.273484 -1.001 -1.806 2.269
C 3.878848 -1.601593 1.827197 0.705 0.571 0.015
C 4.555426 -2.582150 2.791499 -0.033 0.279 -1.107
C 3.996594 -2.393498 4.197864 -0.683 0.357 -0.844
C 2.455275 -1.729305 1.472933 1.140 0.576 0.134
N 2.091455 -0.662515 0.752952 0.425 0.806 -0.147
C 3.229498 0.179509 0.611268 -1.751 -2.693 0.173
C 3.259868 1.201823 -0.235557 -0.413 2.620 -2.491
C 2.294491 1.614929 -1.235163 0.057 -1.183 2.423
C 2.552990 2.583893 -2.227880 0.289 0.709 -0.527
C 3.694053 3.547296 -2.187521 1.825 -0.531 -1.708
C 3.457673 4.755708 -1.320358 1.037 1.820 -1.082
C 1.518232 2.524587 -3.110226 -1.548 -0.321 0.405
C 0.551785 1.590275 -2.522172 0.788 -0.518 -0.351
C -0.612231 1.153565 -3.183468 1.253 0.411 1.020
C -1.513331 0.225533 -2.764740 -0.835 -0.438 1.353
N -1.432117 -0.483000 -1.576265 1.332 0.331 0.169
C -2.425619 -1.369003 -1.520066 -0.518 0.340 -1.066
C -2.452632 -2.516854 -0.700430 -1.181 -0.882 1.180
C -1.529471 -2.965856 0.257070 0.918 0.146 -1.724
N -0.338924 -2.262024 0.526024 -0.965 -2.484 1.045
C 0.404133 -3.131598 1.309328 -0.258 0.685 0.505
C 1.659033 -2.818731 1.863620 -0.549 -0.517 -1.503
C -0.327390 -4.408761 1.536498 1.065 0.820 -0.234
C -1.479957 -4.357466 0.817662 0.318 0.690 0.643
C -2.474349 -5.499219 0.605813 -0.306 2.539 0.045
C -2.141828 -6.196271 -0.694579 -1.544 0.309 -1.059
C 0.192809 -5.505139 2.436431 -1.846 -1.042 -0.340
C 0.742782 -6.722606 1.694839 -0.134 -0.135 -1.631
C -3.347719 -1.073601 -2.641075 -0.061 -0.370 0.505
C -2.743305 -0.124493 -3.403700 -0.784 -0.661 -0.286
C -3.223390 0.412623 -4.703248 -0.298 2.065 0.696
C -2.611581 -0.174602 -5.912025 1.412 -0.833 -0.917
C -4.573583 -1.856479 -2.980748 0.779 -1.568 0.231
C -5.718019 -1.965710 -1.976065 1.499 1.292 1.341
N 1.059043 1.039066 -1.358063 0.626 1.267 -1.359
C 1.322313 3.269319 -4.402421 -1.486 0.259 1.490
C 1.393931 2.397167 -5.609395 1.539 -0.859 -1.040
H 7.662303 0.385432 1.183442 -0.052 -0.124 -0.243
H 6.902092 -1.153444 0.664880 -0.201 1.444 -0.171
H 6.699883 0.405756 -0.293103 -0.260 -0.339 0.346
H 5.935164 -0.003311 2.694433 -0.674 0.092 -1.695
H 5.447485 1.407959 1.766370 0.105 -1.471 -0.667
H 4.310638 -3.613885 2.457829 0.224 0.513 0.122
H 5.658537 -2.509658 2.761170 -0.485 0.129 -0.006
H 2.881081 -2.439813 4.086591 0.998 0.472 0.701
H 4.319619 -3.209460 4.776287 0.233 -1.250 0.986
H 4.400673 -1.510643 4.701720 -0.554 0.181 -0.298
H 4.173290 1.788342 -0.306076 0.080 -0.273 0.241
H 4.568296 2.999069 -1.802503 -0.097 0.177 -0.162
H 4.029497 3.875608 -3.245721 -0.687 -0.521 1.544
H 2.947448 4.493174 -0.444166 -0.812 -0.402 1.391
H 4.405109 5.308584 -1.006818 -1.088 -0.769 -0.612
H 2.823440 5.454634 -1.897061 0.210 -0.065 0.501
H -0.707026 1.572709 -4.147051 -0.579 0.447 -0.897
H -3.371442 -3.147783 -0.810263 0.969 0.512 0.005
H 2.219272 -3.611617 2.337583 -0.322 -0.088 0.278
H -2.397290 -6.211348 1.420699 -0.160 0.040 0.272
H -3.479823 -4.972385 0.619149 0.786 -1.157 -0.097
H -1.127563 -6.513807 -0.635689 0.776 -0.327 -0.287
H -2.795722 -7.079937 -0.803939 0.315 0.310 -0.223
H -2.268231 -5.518309 -1.591958 0.156 -0.762 1.001
H 0.902772 -5.187618 3.163813 0.407 0.656 0.536
H -0.741619 -5.815071 2.980690 0.978 -0.010 -0.080
H 1.638836 -6.535353 1.113817 0.402 0.756 -0.011
H 1.050136 -7.607016 2.246774 -0.633 0.016 0.580
H 0.040850 -6.982688 0.878846 0.134 -0.353 0.737
H -4.302046 0.526636 -4.787409 -0.278 -0.759 0.219
H -2.954850 1.468389 -4.698380 0.207 0.365 -0.002
H -2.604432 -1.248748 -5.850862 -0.502 -0.712 -0.174
H -3.100334 0.137661 -6.844309 0.324 -0.003 0.234
H -1.513768 0.008075 -5.931025 -0.644 0.406 -0.244
H -5.050412 -1.516963 -3.851863 -0.127 0.740 -1.572
H -4.142623 -2.846255 -3.274014 -0.689 0.245 0.390
H -6.393200 -1.129877 -2.111556 -0.152 0.296 0.023
H -6.293693 -2.844219 -2.087448 -0.454 -1.109 -0.023
H -5.298002 -1.867057 -0.946966 -0.574 -0.363 -0.516
H 0.313144 3.789493 -4.388996 1.052 -0.497 0.038
H 2.043650 4.056101 -4.436654 0.603 0.542 -0.146
H 0.454775 1.981864 -5.875294 -0.992 -0.273 -0.333
H 1.761091 2.996290 -6.437138 -0.146 -0.027 -0.390
H 2.077443 1.511707 -5.556214 -0.312 0.839 0.396
Cl -1.296376 0.210819 3.153306 -0.197 -0.041 0.201
C -4.286577 4.115603 4.071204 0.879 0.856 -2.436
C -2.978860 3.302671 3.831209 -0.235 1.130 0.246
N -2.332330 3.461595 2.527442 0.485 0.959 0.048
C -2.683727 2.842686 1.394709 -1.066 -0.957 0.397
S -1.903460 3.041603 -0.098431 0.651 0.014 0.259
N -3.724150 1.985387 1.505958 0.656 1.536 0.212
C -4.277553 1.266974 0.416573 -0.493 -0.984 -0.817
C -5.103230 2.062828 -0.619938 0.520 0.239 0.119
H -4.734263 3.926666 5.002808 -0.308 -0.332 1.344
H -5.030438 3.908166 3.302778 -0.098 -0.338 -0.067
H -4.133313 5.210866 3.938390 0.240 -0.683 0.387
H -3.128302 2.256940 3.974978 -0.146 -0.861 0.371
H -2.275184 3.622772 4.600133 0.213 -0.167 -0.203
H -1.471665 3.999296 2.456755 -0.503 -0.184 0.119
H -4.112504 1.832858 2.410830 -0.115 -0.091 0.346
H -4.885119 0.461413 0.882976 0.256 0.391 -0.520
H -3.440324 0.783844 -0.120112 -0.460 0.061 0.051
H -6.094345 2.375025 -0.289843 0.027 -0.146 0.302
H -5.223083 1.358126 -1.436319 -0.163 0.127 -0.417
H -4.579251 2.974751 -0.988901 -0.187 -0.846 0.287
Cl 3.884668 1.434829 5.025069 0.060 0.174 -0.060
C 2.931932 2.240785 3.823201 -0.188 -0.364 -0.322
C 2.964960 3.610401 3.643926 -0.115 0.105 1.019
C 2.088219 4.130196 2.708676 0.175 2.054 0.909
C 1.265298 3.315599 1.986172 -0.287 -0.178 -0.849
N 1.282877 2.000421 2.102879 0.346 -0.870 0.573
C 2.090232 1.463963 3.024436 0.362 0.863 -0.211
H 3.523916 4.266207 4.339546 -0.193 -0.533 -0.721
H 1.970630 5.233046 2.701470 0.156 -0.841 -0.480
H 0.587179 3.669585 1.222912 -0.120 0.392 -0.020
H 2.159735 0.401744 3.089792 -0.284 -0.625 0.145



10
Properties=species:S:1:pos:R:3:forces:R:3 method="wB97M-V/def2-TZVPD" gap_ev="13.2238 / 6.9484" homo_energy_ha="-0.669 / -0.668" relative_energy_ev=0.1539 spin_multiplicity=2 mol_weight_da=106.05 e_lumo_ev="-4.98 / -11.22" charge=+1
C 19.217980 -5.778380 -20.475980 -3.255 -0.407 0.581
C 18.752560 -4.339030 -20.444930 1.189 0.955 0.402
O 19.960050 -3.680460 -20.838020 4.735 -0.124 -2.284
C 21.002130 -4.605080 -21.090840 -7.044 1.376 1.748
O 22.092650 -4.269870 -21.551600 1.679 0.613 -0.425
O 20.578530 -5.787590 -20.869080 1.761 -0.882 -0.154
F 18.561040 -3.771350 -19.245290 -0.696 -0.875 0.318
H 18.575040 -6.294110 -21.189250 0.718 -0.291 -0.435
H 18.976180 -6.245950 -19.521510 0.970 -0.121 0.182
H 17.967380 -4.019260 -21.130010 -0.056 -0.244 0.066